Record 1
Formula: C49H53IIrN4O4Se
Source: OMol25
Level of theory: the ωB97M-V functional and the def2-TZVPD basis

The expectation value of S² is 6.0175. Its highest occupied orbital energy (spin up / spin down) is -0.38545 / -0.38587 hartree. As for the orbital gap (spin up / spin down): 7.9 / 5.7 eV. Its multiplicity is 5. The total charge is +1.

Each line ends with the Löwdin charge.
Atoms and positions in Å:
Ir 0.364 -0.707 0.171  1.185
C -1.127 5.255 -1.758  0.021
C -1.655 4.399 -0.598  -0.548
C -2.610 5.218 0.264  0.037
O -0.532 3.956 0.170  -0.006
C -0.403 2.559 0.104  -0.148
C -1.288 2.255 -1.144  -0.175
O -2.297 3.228 -1.057  -0.025
C -1.808 0.852 -1.574  -0.425
O -0.773 -0.028 -1.513  -0.253
C -3.079 0.382 -0.861  -0.154
C -3.025 -0.563 0.153  -0.049
C -4.178 -1.078 0.717  -0.068
C -5.414 -0.668 0.251  -0.077
C -5.480 0.291 -0.746  -0.058
C -4.327 0.820 -1.295  -0.015
C -2.194 0.940 -3.081  -0.147
C -2.315 2.130 -3.786  -0.024
C -2.621 2.113 -5.138  -0.066
C -2.822 0.916 -5.798  -0.085
C -2.749 -0.270 -5.088  -0.071
C -2.437 -0.257 -3.740  -0.028
C -0.538 1.947 1.563  -0.422
O -0.426 0.601 1.568  -0.240
C -1.813 2.218 2.361  -0.123
C -1.706 2.266 3.749  -0.024
C -2.832 2.417 4.534  -0.067
C -4.087 2.466 3.949  -0.078
C -4.202 2.365 2.576  -0.061
C -3.072 2.245 1.781  -0.031
C 0.663 2.629 2.243  -0.170
C 0.557 3.935 2.698  -0.027
C 1.650 4.559 3.270  -0.054
C 2.851 3.883 3.400  -0.084
C 2.961 2.584 2.939  -0.087
C 1.872 1.962 2.351  -0.042
H -0.584 6.098 -1.342  0.093
H -1.957 5.614 -2.360  0.094
H -0.444 4.684 -2.381  0.086
H -2.096 6.115 0.594  0.095
H -2.935 4.644 1.127  0.073
H -3.479 5.490 -0.325  0.097
H 0.638 2.307 -0.168  0.152
H -0.592 2.516 -1.968  0.156
H -2.057 -0.886 0.524  0.052
H -4.113 -1.796 1.521  0.084
H -6.317 -1.087 0.667  0.105
H -6.441 0.621 -1.110  0.108
H -4.400 1.566 -2.071  0.125
H -2.213 3.084 -3.300  0.100
H -2.705 3.051 -5.668  0.106
H -3.057 0.910 -6.852  0.103
H -2.942 -1.210 -5.582  0.102
H -2.386 -1.183 -3.187  0.117
H -0.738 2.187 4.219  0.122
H -2.726 2.473 5.606  0.104
H -4.967 2.571 4.564  0.103
H -5.174 2.357 2.107  0.108
H -3.193 2.184 0.714  0.096
H -0.377 4.462 2.598  0.124
H 1.560 5.577 3.618  0.108
H 3.699 4.370 3.858  0.102
H 3.895 2.051 3.043  0.088
H 1.955 0.943 1.981  0.070
I -3.102 -4.806 3.005  0.912
C -1.712 -4.028 1.663  -0.740
C -1.563 -4.349 0.329  -0.099
N -0.538 -3.612 -0.128  0.009
N -0.022 -2.830 0.835  -0.150
C -0.731 -3.071 1.935  -0.177
H -2.109 -5.026 -0.296  0.131
H -0.180 -3.553 -1.070  0.159
H -0.501 -2.579 2.861  0.125
C 4.781 -6.074 -1.269  -0.087
C 4.074 -4.780 -1.662  -0.242
C 2.870 -4.446 -0.780  -0.208
C 3.216 -3.958 0.632  -0.125
N 4.159 -2.861 0.677  0.002
C 3.941 -1.577 0.305  -0.549
Se 2.587 -0.931 -0.824  0.777
N 5.018 -0.834 0.635  -0.011
C 5.162 0.590 0.463  -0.149
C 6.174 0.988 -0.616  -0.169
C 5.768 0.623 -2.046  -0.245
C 6.023 -0.837 -2.404  -0.097
C 5.960 -1.649 1.217  -0.134
C 7.230 -1.380 1.712  0.014
C 7.955 -2.450 2.195  -0.055
C 7.429 -3.742 2.201  -0.056
C 6.155 -4.011 1.741  0.007
C 5.418 -2.945 1.239  -0.126
H 5.563 -6.296 -1.991  0.079
H 4.080 -6.907 -1.264  0.080
H 5.242 -6.002 -0.287  0.052
H 3.712 -4.880 -2.687  0.115
H 4.782 -3.948 -1.647  0.096
H 2.246 -5.336 -0.678  0.119
H 2.281 -3.669 -1.273  0.043
H 3.652 -4.769 1.217  0.125
H 2.295 -3.628 1.126  0.105
H 5.483 1.001 1.425  0.129
H 4.178 0.998 0.215  0.089
H 7.144 0.540 -0.395  0.104
H 6.286 2.071 -0.548  0.123
H 6.349 1.250 -2.725  0.112
H 4.711 0.857 -2.202  0.088
H 7.011 -1.150 -2.068  0.081
H 5.976 -0.962 -3.483  0.080
H 5.275 -1.493 -1.961  0.025
H 7.639 -0.383 1.709  0.117
H 8.951 -2.286 2.574  0.115
H 8.035 -4.552 2.574  0.115
H 5.773 -5.019 1.761  0.106

Record 2
Formula: C49H54Cl2GaN5O4P2Si2
Source: OMol25
Level of theory: the ωB97M-V functional and the def2-TZVPD basis

Its highest occupied orbital energy is -0.03856 hartree. As for the orbital gap: 4.1 eV. The total charge is -2.

Each line ends with the Löwdin charge.
Atoms and positions in Å:
Ga -0.343 0.523 -1.228  0.262
C 0.603 4.026 -0.249  -0.177
Si -0.447 3.025 0.991  0.432
C 0.209 3.567 2.729  -0.164
C -2.219 3.776 0.886  -0.193
N -0.365 1.314 0.684  -0.264
P -0.782 0.173 1.774  0.653
C -0.895 -1.482 1.342  -0.351
P 0.418 -1.923 0.327  0.681
N 0.969 -1.030 -0.929  -0.251
Si 2.112 -1.416 -2.194  0.439
C 1.678 -0.540 -3.818  -0.182
C 2.386 -3.247 -2.737  -0.180
C 3.949 -0.898 -1.877  -0.189
C 1.841 -2.390 1.380  -0.279
C 1.623 -3.394 2.321  -0.097
C 2.630 -3.781 3.181  -0.096
C 3.861 -3.140 3.133  -0.114
C 4.055 -2.085 2.258  -0.108
C 3.047 -1.703 1.390  -0.102
C -0.063 -3.591 -0.277  -0.264
C -1.385 -3.779 -0.661  -0.075
C -1.785 -4.950 -1.278  -0.085
C -0.868 -5.969 -1.475  -0.114
C 0.438 -5.821 -1.033  -0.107
C 0.841 -4.631 -0.455  -0.126
C 0.305 0.267 3.230  -0.283
C 1.645 0.613 3.074  -0.129
C 2.519 0.518 4.137  -0.107
C 2.069 0.073 5.371  -0.110
C 0.744 -0.310 5.523  -0.100
C -0.126 -0.238 4.455  -0.088
C -2.422 0.632 2.443  -0.280
C -2.659 1.540 3.468  -0.111
C -3.957 1.916 3.772  -0.104
C -5.022 1.421 3.035  -0.105
C -4.795 0.529 2.000  -0.073
C -3.499 0.136 1.720  -0.084
H 0.100 4.957 -0.494  0.025
H 1.587 4.270 0.135  -0.010
H 0.732 3.451 -1.159  -0.019
H 0.758 4.500 2.631  0.014
H -0.616 3.752 3.410  0.004
H 0.863 2.841 3.200  -0.008
H -2.319 4.613 1.576  0.017
H -2.415 4.146 -0.116  0.000
H -2.997 3.055 1.119  -0.005
H 0.729 -0.895 -4.205  0.013
H 1.559 0.524 -3.635  -0.016
H 2.447 -0.693 -4.572  0.021
H 1.464 -3.794 -2.900  0.014
H 2.927 -3.221 -3.681  0.018
H 2.992 -3.810 -2.035  0.010
H 4.038 0.167 -1.707  -0.012
H 4.432 -1.424 -1.059  0.003
H 4.505 -1.128 -2.782  0.016
H 0.650 -3.866 2.350  0.107
H 2.472 -4.590 3.885  0.092
H 4.669 -3.458 3.781  0.086
H 5.011 -1.575 2.246  0.088
H 3.181 -0.894 0.690  0.064
H -2.096 -2.998 -0.443  0.081
H -2.808 -5.064 -1.617  0.095
H -1.170 -6.883 -1.971  0.087
H 1.144 -6.636 -1.150  0.094
H 1.865 -4.506 -0.125  0.098
H 1.963 0.969 2.105  0.078
H 3.560 0.795 4.028  0.088
H 2.749 0.031 6.210  0.086
H 0.398 -0.649 6.493  0.091
H -1.157 -0.551 4.558  0.105
H -1.829 1.945 4.033  0.092
H -4.143 2.606 4.587  0.092
H -6.032 1.736 3.260  0.090
H -5.616 0.138 1.419  0.075
H -3.274 -0.572 0.938  0.065
Cl 1.295 3.446 -4.537  0.617
C -0.415 3.292 -4.304  -0.624
C -1.253 3.950 -5.168  -0.177
C -2.629 3.865 -5.003  -0.168
C -3.124 3.164 -3.911  -0.164
C -2.266 2.538 -3.045  -0.561
Cl -2.895 1.781 -1.630  0.844
C -0.842 2.475 -3.211  -0.506
N 0.025 1.818 -2.487  -0.046
H -0.835 4.524 -5.984  0.081
H -3.301 4.344 -5.699  0.068
H -4.188 3.104 -3.731  0.086
C 5.307 1.342 1.237  -0.036
C 4.456 2.514 0.735  -0.573
C 4.042 3.408 1.908  -0.030
C 5.236 3.329 -0.305  -0.037
C 3.271 1.976 0.081  -0.170
N 2.368 1.543 -0.469  0.259
H 6.224 1.719 1.689  0.086
H 5.572 0.681 0.414  0.084
H 4.769 0.764 1.983  0.058
H 4.929 3.791 2.415  0.086
H 3.447 2.851 2.627  0.067
H 3.452 4.251 1.557  0.078
H 6.095 3.804 0.169  0.081
H 4.606 4.104 -0.736  0.091
H 5.584 2.686 -1.110  0.087
O -1.427 -0.896 -3.197  0.034
C -2.193 -1.094 -2.253  -0.652
O -1.927 -0.754 -1.061  -0.164
C -3.539 -1.723 -2.509  -0.094
C -3.795 -2.279 -3.763  0.016
C -5.053 -2.777 -4.063  -0.066
C -6.071 -2.713 -3.136  -0.006
C -5.820 -2.161 -1.874  -0.154
C -4.549 -1.674 -1.564  0.090
N -6.865 -2.086 -0.934  -0.326
O -7.963 -2.596 -1.230  0.031
O -6.670 -1.516 0.151  0.056
H -2.999 -2.300 -4.491  0.122
H -5.247 -3.207 -5.036  0.100
H -7.069 -3.058 -3.356  0.108
H -4.378 -1.248 -0.589  0.109

What did we get for ΔE to the lowest compared entry with this formula, charge and spin? Answer: 2.317; 1.319 eV, in the order shown.
What did we get for E? Answer: -5222.1121; -6581.3517 Eh, in the order shown.